(1)
# C4H14N4

A structure of composition C4H14N4 in a non-equilibrium geometry (the ωB97M-V functional and the def2-TZVPD basis, OMol25).

```
22
Properties=species:S:1:pos:R:3:mulliken_charge:R:1
C 0.42439 0.03245 -1.81136 0.13
C 1.87761 -0.16490 -2.20935 -1.32
N 0.03932 1.22251 -1.17856 -0.64
H 0.07399 1.02997 -0.02891 0.22
H 0.74315 1.94830 -1.28005 0.28
H -0.27544 -0.21981 -2.61371 0.29
H 0.15113 -0.77776 -0.75257 0.10
H 2.04788 -1.17052 -2.60701 0.34
H 2.51528 -0.04300 -1.33995 0.34
H 2.19617 0.55766 -2.97070 0.34
C -1.33035 0.76184 1.98616 -1.25
N -0.31737 -1.09728 0.62801 -0.13
C -0.10239 0.11011 1.38055 0.68
N -1.59919 -1.61999 0.31681 -0.77
N 1.09517 0.13959 1.89528 -0.78
H 0.31061 -1.84322 0.91310 0.33
H -2.03172 -0.97248 -0.33889 0.27
H -2.16822 -1.69314 1.15640 0.28
H 1.25019 0.96977 2.45896 0.25
H -1.03659 1.63149 2.56648 0.40
H -1.98829 1.11781 1.18946 0.32
H -1.87532 0.08060 2.63985 0.33
```

Its energy above the lowest of the compared OMol25 structures with the same formula, charge and spin is 91.1 kcal per mole. The molecular weight is 118.18 g mol⁻¹. The value obtained for the total energy is -379.68861 Ha. The HOMO-LUMO gap comes out at 8.3 eV. The HOMO energy is -0.2815 Eh. Its lowest unoccupied orbital energy is 0.62 eV.

(2)
# C31H41N12O2

A cluster of 10 separate species, C31H41N12O2 in total (the ωB97M-V functional and the def2-TZVPD basis, OMol25).

```
86
Properties=species:S:1:pos:R:3:mulliken_charge:R:1
C -1.60694 1.86641 -4.97108 -1.32
C -1.70093 0.66075 -4.07113 0.60
C -2.54506 -0.39769 -4.41197 -0.71
C -2.64998 -1.51040 -3.59852 -0.88
C -1.91838 -1.58209 -2.42012 -0.27
C -1.07940 -0.53714 -2.06525 0.53
C -0.28987 -0.57652 -0.76896 -1.11
C 1.12276 -0.99835 -1.02489 0.58
C 1.42094 -2.30983 -1.47305 -0.28
C 2.73310 -2.66725 -1.66067 -0.98
C 3.70301 -1.69285 -1.41347 0.06
N 3.33208 -0.48535 -1.02702 0.57
C 4.37618 0.58537 -0.81412 -0.42
O 3.90687 1.60420 -0.02765 -0.27
N 3.91272 1.19969 1.39111 0.35
O 3.42851 2.01165 2.03029 -0.29
N 2.07715 -0.10656 -0.81848 -0.57
C -0.96491 0.57209 -2.89865 -0.15
H -1.10960 1.60196 -5.90600 0.40
H -2.60374 2.25603 -5.18087 0.25
H -1.02176 2.65477 -4.49125 0.25
H -3.13512 -0.33879 -5.32043 0.51
H -3.31677 -2.31857 -3.87208 0.41
H -2.04780 -2.43717 -1.76387 0.47
H -0.74647 -1.32256 -0.11454 0.46
H -0.31317 0.41125 -0.31114 0.20
H 0.60344 -2.99901 -1.64600 0.54
H 3.02780 -3.65496 -1.98735 0.47
H 4.76320 -1.88404 -1.52755 0.47
H 5.25134 0.07958 -0.39654 0.39
H 4.62269 0.99306 -1.79404 0.32
H -0.31901 1.39601 -2.60939 0.30
C -3.06481 4.09794 -7.94682 -0.58
C -3.91484 2.93138 -7.74764 0.35
N -4.57340 2.01050 -7.56642 -0.40
H -3.63528 5.00731 -7.76813 0.28
H -2.23178 4.06839 -7.24695 0.06
H -2.67834 4.10778 -8.96440 0.31
C 5.51423 -0.70251 4.12221 -0.70
C 6.03354 -1.94477 4.67931 0.32
N 6.42746 -2.92944 5.11324 -0.36
H 6.33862 -0.05551 3.82727 0.30
H 4.89947 -0.92172 3.25120 0.12
H 4.90533 -0.18766 4.86347 0.31
C -1.64803 0.90181 2.53341 -0.43
C -2.37750 -0.18246 1.89100 0.50
N -2.91148 -1.05775 1.37614 -0.52
H -0.82760 1.21661 1.89219 0.21
H -2.30512 1.75279 2.69676 0.31
H -1.24445 0.56413 3.48585 -0.02
C -4.63017 1.90612 -1.68301 -0.79
C -3.38372 1.96848 -0.93463 0.49
N -2.38946 2.00651 -0.36512 -0.43
H -4.69447 0.94838 -2.19866 0.23
H -5.47444 2.01365 -1.00977 0.12
H -4.66746 2.71366 -2.41121 0.35
C -8.38700 3.45493 0.94105 -0.80
C -7.59400 3.83196 -0.22270 0.40
N -6.97186 4.14068 -1.13504 -0.39
H -7.79740 2.82455 1.60410 0.27
H -8.69525 4.34827 1.48046 0.29
H -9.27240 2.90825 0.62272 0.27
C -0.83546 -1.94079 5.71714 -0.65
C -0.10349 -0.69196 5.54725 0.36
N 0.47083 0.29056 5.39652 -0.44
H -1.05288 -2.10254 6.77083 0.30
H -1.77061 -1.89987 5.16015 0.29
H -0.23330 -2.77378 5.35743 0.17
C 3.67858 -5.37638 5.01620 -0.32
C 2.39516 -5.04059 5.61721 0.29
N 1.39297 -4.77216 6.10509 -0.38
H 3.59785 -5.33597 3.93129 0.26
H 4.43442 -4.66161 5.34029 -0.01
H 3.98769 -6.37785 5.31234 0.16
C -0.71711 6.12625 -4.53460 -0.78
C -2.03567 6.37862 -5.10291 0.39
N -3.06908 6.58595 -5.55311 -0.41
H -0.15588 5.45486 -5.18254 0.26
H -0.17217 7.06328 -4.43846 0.32
H -0.82070 5.67287 -3.55017 0.24
C 7.13622 -6.04063 7.37317 -0.73
C 6.41460 -7.11736 6.70599 0.39
N 5.84077 -7.95589 6.17292 -0.44
H 7.96708 -5.71311 6.75184 0.26
H 6.47060 -5.19615 7.54116 0.25
H 7.51834 -6.39167 8.32977 0.30
```

Its energy above the lowest of the compared OMol25 structures with the same formula, charge and spin is 0.0 kcal per mole. The molecular weight is 613.75 g mol⁻¹. As for the total charge: +1. The value obtained for the total energy is -2012.98882 Ha. The HOMO-LUMO gap comes out at 6.8 eV. The HOMO energy is -0.4221 Eh. Its lowest unoccupied orbital energy is -4.64 eV.

(3)
# C6H11FO4PS

A cluster of 2 separate species, C6H11FO4PS in total in a non-equilibrium geometry (the ωB97M-V functional and the def2-TZVPD basis, OMol25).

```
24
Properties=species:S:1:pos:R:3:mulliken_charge:R:1
O 0.83536 -2.90556 1.32450 -0.68
P -0.40398 -2.82738 0.50378 0.33
C -1.13736 -1.17213 0.69528 -0.31
O -2.14092 -0.80795 -0.21225 -0.32
C -2.45730 0.48456 0.22375 0.38
O -3.53683 0.94736 0.23431 -0.37
O -1.23797 1.05771 0.59043 -0.40
C -0.18555 0.04714 0.54324 0.54
C 0.46729 0.27234 -0.83658 -1.16
C 1.98491 0.50151 -0.81166 -0.69
C 2.43141 1.97023 -0.62440 -0.63
S 1.46481 2.93542 0.58054 -0.25
H -1.34906 -3.76607 0.96472 0.11
H -0.19755 -3.01929 -0.88191 0.06
H -1.51244 -1.03643 1.72140 0.50
H 0.43616 0.13312 1.43098 0.49
H 0.30589 -0.64843 -1.41280 0.40
H -0.07830 1.04809 -1.36904 0.45
H 2.38037 0.18861 -1.78707 0.34
H 2.49462 -0.13132 -0.08139 0.35
H 3.44288 1.95170 -0.21695 0.33
H 2.43597 2.51080 -1.57098 0.33
H 0.25001 3.13339 0.03012 0.13
F -4.69242 -0.86744 0.96196 -0.96
```

The molecular weight is 229.19 g mol⁻¹. As for the total charge: -1. The value obtained for the total energy is -1375.57001 Ha. The HOMO-LUMO gap comes out at 5.6 eV. The HOMO energy is -0.1106 Eh. Its lowest unoccupied orbital energy is 2.62 eV.

(4)
# ClFHN2O

A cluster of 3 separate species, ClFHN2O in total in a non-equilibrium geometry (the ωB97M-V functional and the def2-TZVPD basis, OMol25).

```
6
Properties=species:S:1:pos:R:3:mulliken_charge:R:1
N -1.41870 -2.26056 -2.39308 0.80
N -2.39178 -2.68779 -2.03822 -0.31
O -0.49113 -1.92526 -2.93446 -0.52
F 0.66863 1.26663 -0.15193 -0.45
Cl -0.69470 -1.13871 0.34279 -0.84
H 0.25464 0.50138 0.29245 0.32
```

Its energy above the lowest of the compared OMol25 structures with the same formula, charge and spin is 0.8 kcal per mole. The molecular weight is 99.47 g mol⁻¹. As for the total charge: -1. The value obtained for the total energy is -745.45170 Ha. The HOMO-LUMO gap comes out at 8.8 eV. The HOMO energy is -0.1693 Eh. Its lowest unoccupied orbital energy is 4.23 eV.

(5)
# C3H10N3O

A cluster of 2 separate species, C3H10N3O in total (the ωB97M-V functional and the def2-TZVPD basis, OMol25).

```
17
Properties=species:S:1:pos:R:3:mulliken_charge:R:1
C -1.54089 1.17170 0.64267 -0.05
C -1.57001 1.12300 -0.69232 -0.36
N -0.47108 0.48832 -1.42446 -0.16
N -2.44456 1.80300 1.43262 -0.43
H -0.72552 0.70438 1.18445 0.25
H -2.35471 1.55347 -1.30031 0.35
H -0.82173 -0.17401 -2.11827 0.39
H 0.11856 1.15860 -1.92594 0.39
H 0.15758 -0.08012 -0.80724 0.19
H -3.33455 2.06471 1.03918 0.23
H -2.46744 1.55130 2.40508 0.25
C 1.97605 -1.69387 0.37078 0.20
N 3.23777 -2.05826 0.14725 -0.31
O 1.18151 -1.38182 -0.51003 -0.72
H 1.69093 -1.73232 1.43026 0.31
H 3.56919 -2.14265 -0.80004 0.25
H 3.79891 -2.35542 0.92632 0.24
```

Its energy above the lowest of the compared OMol25 structures with the same formula, charge and spin is 29.6 kcal per mole. The molecular weight is 104.13 g mol⁻¹. As for the total charge: +1. The value obtained for the total energy is -359.59277 Ha. The HOMO-LUMO gap comes out at 9.9 eV. The HOMO energy is -0.4627 Eh. Its lowest unoccupied orbital energy is -2.69 eV.

(6)
# C2H4N2O2

An isolated molecule of C2H4N2O2 in a non-equilibrium geometry (the ωB97M-V functional and the def2-TZVPD basis, OMol25).

```
10
Properties=species:S:1:pos:R:3:mulliken_charge:R:1
N 1.95568 -0.05132 -0.08370 -0.35
C 0.72979 -0.36567 0.42471 0.47
O 0.53693 -1.01303 1.43584 -0.61
N -0.27161 0.13634 -0.39151 -0.50
C -1.52320 -0.01978 -0.16358 0.13
O -2.20711 0.55207 -1.13412 -0.51
H 2.75486 -0.25365 0.49027 0.24
H 2.04290 0.62863 -0.82367 0.23
H -2.03464 -0.51995 0.66243 0.39
H -1.30014 0.81188 -1.54727 0.51
```

Its energy above the lowest of the compared OMol25 structures with the same formula, charge and spin is 29.7 kcal per mole. The molecular weight is 88.07 g mol⁻¹. The value obtained for the total energy is -338.60579 Ha. The HOMO-LUMO gap comes out at 10.8 eV. The HOMO energy is -0.3672 Eh. Its lowest unoccupied orbital energy is 0.80 eV.